## i
The following is a DFT calculation (ωB97M-V/def2-TZVPD) of a 2-piece molecular cluster, C2H3BrO overall.

The geometry in XYZ format:
```
7
Properties=species:S:1:pos:R:3:mulliken_charge:R:1
C 0.253 -0.753 -1.561 0.125
C -0.126 0.539 0.790 -0.772
O 1.259 -0.717 -2.185 -0.297
Br -1.979 0.744 0.678 -0.070
H -0.839 -0.726 -2.038 0.184
H 0.151 0.049 1.670 0.329
H 0.397 1.043 0.077 0.501
```

## ii
The following is a DFT calculation (ωB97M-V/def2-TZVPD) of a 2-piece molecular cluster, C2H3BrO overall.

The geometry in XYZ format:
```
7
Properties=species:S:1:pos:R:3:mulliken_charge:R:1
C -0.163 0.160 -0.938 0.046
C -0.274 -0.017 0.490 -0.423
O -0.709 -0.572 -1.745 -0.470
Br 0.600 1.158 1.745 -0.061
H 0.394 1.091 -1.115 0.286
H -0.869 -0.681 1.209 0.397
H 1.020 -1.138 0.353 0.224
```

Which of them is most stable, and which least? Most stable: ii; least stable: i.

## i
The following is a DFT calculation (ωB97M-V/def2-TZVPD) of one molecule with the formula C7H15NSi.

The geometry in XYZ format:
```
24
Properties=species:S:1:pos:R:3:mulliken_charge:R:1
C 2.217 -1.926 -1.175 -0.913
C 1.518 -1.247 -0.289 0.507
C 1.470 -1.746 1.182 -1.314
Si 0.231 0.129 -0.817 0.272
C 0.355 1.931 -0.034 -0.601
C 1.548 2.263 0.832 -1.239
N -1.348 -0.328 -0.288 -0.279
C -2.487 -0.163 -0.757 -0.001
C -3.735 -0.351 0.079 -1.049
H 2.136 -1.466 -2.091 0.322
H 2.872 -2.765 -0.958 0.319
H 0.499 -2.059 1.403 0.375
H 1.853 -2.754 1.197 0.387
H 1.785 -1.084 1.913 0.303
H 0.133 0.588 -2.294 -0.235
H 0.243 2.637 -0.777 0.447
H -0.540 1.857 0.591 0.310
H 1.586 1.829 1.782 0.348
H 2.491 2.098 0.331 0.322
H 1.547 3.383 0.872 0.346
H -2.620 0.232 -1.711 0.446
H -3.722 -1.283 0.539 0.321
H -4.502 -0.010 -0.532 0.339
H -3.533 0.235 1.002 0.265
```

As for the structure (SMILES): C=C(C)[Si@H](CC)/N=C/C.

## ii
The following is a DFT calculation (ωB97M-V/def2-TZVPD) of one molecule with the formula C7H15NSi.

The geometry in XYZ format:
```
24
Properties=species:S:1:pos:R:3:mulliken_charge:R:1
C -1.923 1.418 -0.740 -0.319
N -1.187 0.446 -0.422 -0.362
C 0.164 0.530 -0.002 1.614
C 0.609 1.881 0.620 -2.161
C 0.309 -0.580 1.101 -0.563
C -0.525 -0.605 2.364 -1.497
C 1.118 0.163 -1.182 -0.853
C 1.212 -1.252 -1.750 -0.541
Si 0.019 -2.502 -2.052 0.287
H -2.988 1.346 -0.973 0.256
H -1.806 2.510 -0.834 0.204
H 0.382 2.563 -0.146 0.570
H 1.572 1.755 0.878 0.578
H -0.042 2.235 1.463 0.359
H 1.326 -0.540 1.305 0.475
H -0.140 -1.536 0.545 -0.022
H -1.609 -0.510 2.124 0.295
H -0.331 -1.373 2.983 0.457
H -0.338 0.319 2.820 0.394
H 0.933 1.120 -1.823 0.335
H 2.135 0.318 -0.927 0.351
H 2.211 -1.696 -1.599 0.297
H 0.262 -3.915 -1.898 -0.089
H -1.363 -2.095 -1.855 -0.066
```

As for the structure (SMILES): C=N[C@@](C)(CC)CC=[SiH2].

Which of them is most stable, and which least? Most stable: i; least stable: ii.

## i
The following is a DFT calculation (ωB97M-V/def2-TZVPD) of CHNP2S2 as an isolated structure.

The geometry in XYZ format:
```
7
Properties=species:S:1:pos:R:3:mulliken_charge:R:1
C 1.314 -2.055 -2.065 0.013
N 0.623 0.047 0.572 -0.408
P 1.591 -0.924 -0.095 0.400
P 2.462 -1.019 -3.058 0.026
S 0.642 -1.738 -3.745 -0.163
S 2.912 -2.879 -2.315 -0.154
H -0.106 0.729 0.313 0.286
```

## ii
The following is a DFT calculation (ωB97M-V/def2-TZVPD) of one molecule with the formula CHNP2S2.

The geometry in XYZ format:
```
7
Properties=species:S:1:pos:R:3:mulliken_charge:R:1
C -0.382 -0.608 -0.053 0.386
N -1.784 -0.711 0.033 -0.548
P 0.781 -1.878 -0.410 0.042
P 0.556 0.874 0.686 0.200
S 2.254 -0.413 0.191 -0.188
S 0.628 2.449 -0.434 -0.175
H -2.053 0.288 -0.013 0.283
```

Which of them is most stable, and which least? Most stable: ii; least stable: i.